1.
{"formula": "C34H47BrN3OSb2V", "method": "ωB97M-V/def2-TZVPD", "s2": 3.7976, "homo_lumo_gap_ev": [5.92, 7.90], "energy_ha": -5561.7502, "mol_weight_g_mol": 888.14, "lumo_energy_ha": [0.0911, 0.0906], "charge": -1, "largest_force_ha_per_bohr": 0.0141, "multiplicity": 4, "de_lowest_kcal_mol": 0.0, "symbols": ["V", "C", "Sb", "C", "C", "C", "C", "C", "C", "C", "C", "C", "Sb", "C", "C", "H", "H", "H", "H", "H", "H", "H", "H", "H", "H", "H", "H", "H", "H", "H", "H", "H", "H", "H", "H", "C", "C", "O", "C", "C", "C", "C", "C", "C", "H", "H", "H", "H", "H", "H", "H", "H", "C", "H", "H", "H", "N", "C", "Br", "C", "C", "C", "C", "C", "C", "H", "H", "H", "H", "C", "C", "N", "C", "C", "N", "C", "C", "H", "H", "H", "H", "H", "H", "H", "H", "H", "H", "H", "H"], "xyz": [[0.051, 0.762, 0.538], [-3.020, -0.681, -2.886], [-1.943, -2.303, -1.978], [-3.750, -3.319, -1.349], [-1.770, -3.449, -3.841], [-1.124, -2.684, -4.945], [-1.944, -2.019, -5.860], [-1.430, -1.284, -6.913], [-0.054, -1.211, -7.080], [0.772, -1.866, -6.187], [0.272, -2.597, -5.105], [1.244, -3.228, -4.171], [1.872, -1.875, -2.534], [2.615, -0.332, -3.829], [3.792, -2.830, -2.291], [-3.896, -1.063, -3.410], [-2.378, -0.149, -3.585], [-3.331, 0.012, -2.106], [-4.462, -3.371, -2.173], [-4.199, -2.763, -0.527], [-3.528, -4.327, -1.001], [-2.787, -3.721, -4.126], [-1.232, -4.366, -3.605], [-3.018, -2.090, -5.735], [-2.097, -0.779, -7.600], [0.372, -0.650, -7.902], [1.847, -1.810, -6.316], [2.151, -3.509, -4.709], [0.842, -4.125, -3.700], [3.342, -0.733, -4.535], [3.088, 0.415, -3.195], [1.792, 0.127, -4.374], [4.267, -2.982, -3.259], [3.683, -3.788, -1.786], [4.411, -2.175, -1.679], [-2.043, -2.555, 1.924], [-2.011, -1.049, 1.970], [-1.331, -0.450, 1.032], [-2.691, -0.346, 3.003], [-3.314, -1.041, 4.071], [-3.922, -0.362, 5.106], [-3.945, 1.030, 5.129], [-3.353, 1.731, 4.080], [-2.744, 1.067, 3.037], [-1.590, -2.895, 0.994], [-3.063, -2.943, 1.977], [-1.488, -3.007, 2.755], [-3.302, -2.123, 4.086], [-4.381, -0.923, 5.911], [-4.414, 1.559, 5.948], [-3.358, 2.814, 4.081], [-2.291, 1.633, 2.235], [-0.468, 1.505, -1.317], [-0.355, 0.736, -2.092], [0.220, 2.322, -1.563], [-1.493, 1.893, -1.360], [3.130, 0.255, -0.391], [2.072, 0.532, -0.002], [0.231, 6.463, 4.257], [0.208, 4.877, 3.189], [0.788, 3.720, 3.676], [0.751, 2.575, 2.892], [0.144, 2.534, 1.629], [-0.410, 3.742, 1.184], [-0.387, 4.906, 1.942], [1.255, 3.714, 4.653], [1.210, 1.676, 3.286], [-0.884, 3.786, 0.209], [-0.827, 5.822, 1.568], [1.447, -2.042, 1.884], [1.959, -3.218, 2.751], [2.470, -2.724, 4.032], [1.366, -2.092, 4.752], [0.745, -0.955, 3.901], [1.497, -0.786, 2.652], [2.900, -0.513, 2.990], [3.495, -1.713, 3.771], [0.421, -2.206, 1.547], [2.064, -1.906, 0.998], [2.762, -3.760, 2.247], [1.161, -3.935, 2.963], [1.754, -1.713, 5.701], [0.625, -2.861, 4.985], [0.763, -0.007, 4.445], [-0.293, -1.157, 3.654], [2.936, 0.402, 3.585], [3.438, -0.327, 2.060], [3.907, -1.395, 4.733], [4.302, -2.188, 3.208]]}

---

2.
{"formula": "C10H16", "method": "ωB97M-V/def2-TZVPD", "smiles": "Cc1ccccc1.CCC", "homo_lumo_gap_ev": 9.89, "energy_ha": -390.5715, "mol_weight_g_mol": 136.24, "lumo_energy_ha": 0.0362, "largest_force_ha_per_bohr": 0.0913, "multiplicity": 1, "de_lowest_kcal_mol": 40.4, "symbols": ["C", "C", "C", "C", "C", "C", "C", "H", "H", "H", "H", "H", "H", "H", "H", "C", "C", "C", "H", "H", "H", "H", "H", "H", "H", "H"], "xyz": [[-1.822, -4.286, -0.764], [-1.021, -2.987, -0.627], [-1.154, -2.069, -1.673], [-0.326, -0.973, -1.759], [0.514, -0.739, -0.731], [0.698, -1.686, 0.305], [-0.117, -2.811, 0.471], [-1.952, -4.739, 0.169], [-1.403, -4.975, -1.529], [-2.793, -4.037, -1.168], [-1.958, -2.349, -2.405], [-0.533, -0.270, -2.639], [1.122, 0.175, -0.619], [1.521, -1.441, 1.071], [-0.052, -3.512, 1.270], [0.868, 3.040, 2.234], [0.233, 3.572, 0.793], [1.290, 3.513, -0.202], [1.833, 3.632, 2.489], [1.125, 1.901, 2.059], [0.081, 3.103, 3.099], [-0.532, 2.830, 0.595], [-0.230, 4.555, 0.982], [2.275, 4.046, 0.219], [1.427, 2.421, -0.560], [0.906, 4.086, -1.081]]}

---

3.
{"formula": "C10H17F3N2O3", "method": "ωB97M-V/def2-TZVPD", "smiles": "CCOC(=O)[C@](NC(C)=O)(NC(C)C)C(F)(F)F", "homo_lumo_gap_ev": 9.81, "energy_ha": -1026.1235, "mol_weight_g_mol": 270.25, "lumo_energy_ha": 0.0291, "largest_force_ha_per_bohr": 0.0153, "multiplicity": 1, "de_lowest_kcal_mol": 0.0, "symbols": ["C", "C", "O", "C", "O", "C", "N", "C", "C", "O", "N", "C", "C", "C", "C", "F", "F", "F", "H", "H", "H", "H", "H", "H", "H", "H", "H", "H", "H", "H", "H", "H", "H", "H", "H"], "xyz": [[-3.587, 0.085, -1.366], [-2.317, 0.680, -1.947], [-1.361, 0.864, -0.889], [-0.113, 0.503, -1.099], [0.341, 0.060, -2.119], [0.783, 0.746, 0.165], [2.157, 0.793, -0.288], [2.913, -0.312, -0.580], [4.148, 0.023, -1.375], [2.638, -1.427, -0.202], [0.631, -0.192, 1.241], [-0.677, -0.774, 1.530], [-0.933, -2.041, 0.713], [-0.708, -1.082, 3.026], [0.469, 2.170, 0.701], [1.378, 2.563, 1.598], [-0.722, 2.294, 1.276], [0.514, 3.077, -0.298], [-3.969, 0.726, -0.577], [-3.390, -0.900, -0.951], [-4.335, -0.003, -2.148], [-2.508, 1.666, -2.380], [-1.874, 0.031, -2.709], [2.428, 1.655, -0.738], [4.684, 0.853, -0.921], [3.856, 0.300, -2.386], [4.793, -0.850, -1.420], [1.316, -0.938, 1.124], [-1.445, -0.027, 1.310], [-1.923, -2.438, 0.927], [-0.192, -2.797, 0.962], [-0.860, -1.843, -0.355], [-0.526, -0.174, 3.594], [-1.675, -1.488, 3.307], [0.065, -1.805, 3.273]]}

---

4.
{"formula": "C24H28N2O2", "method": "ωB97M-V/def2-TZVPD", "smiles": "Cc1c(CNC[C@@H](C)c2ccccc2)c(C(=O)O)c(C)n1Cc1ccccc1", "homo_lumo_gap_ev": 8.59, "energy_ha": -1191.3777, "mol_weight_g_mol": 376.50, "lumo_energy_ha": 0.0187, "largest_force_ha_per_bohr": 0.0126, "multiplicity": 1, "de_lowest_kcal_mol": 18.0, "symbols": ["C", "C", "C", "C", "N", "C", "C", "C", "C", "C", "C", "C", "C", "C", "C", "C", "O", "O", "C", "C", "N", "C", "C", "C", "C", "C", "C", "C", "H", "H", "H", "H", "H", "H", "H", "H", "H", "H", "H", "H", "H", "H", "H", "H", "H", "H", "H", "H", "H", "H", "H", "H", "H", "H", "H", "H"], "xyz": [[-1.525, -1.321, 1.789], [-1.618, 0.024, 1.158], [-0.641, 0.876, 0.706], [0.835, 0.649, 0.788], [1.419, 0.640, -0.553], [2.860, 0.482, -0.609], [3.387, -0.931, -0.277], [3.038, -1.929, -1.384], [4.875, -0.886, -0.041], [5.399, -1.251, 1.193], [6.763, -1.215, 1.424], [7.626, -0.811, 0.421], [7.114, -0.442, -0.812], [5.751, -0.480, -1.041], [-1.303, 2.036, 0.190], [-0.724, 3.244, -0.424], [-1.325, 4.292, -0.495], [0.506, 3.141, -0.931], [-2.662, 1.836, 0.370], [-3.798, 2.719, 0.002], [-2.837, 0.620, 0.953], [-4.098, 0.007, 1.273], [-4.471, -1.102, 0.315], [-4.065, -1.065, -1.012], [-4.425, -2.079, -1.882], [-5.197, -3.138, -1.436], [-5.608, -3.180, -0.114], [-5.244, -2.168, 0.757], [-0.502, -1.685, 1.758], [-2.160, -2.036, 1.265], [-1.840, -1.286, 2.832], [1.311, 1.468, 1.340], [1.030, -0.280, 1.341], [0.962, -0.064, -1.125], [3.176, 0.758, -1.618], [3.297, 1.201, 0.090], [2.909, -1.265, 0.651], [3.454, -1.609, -2.337], [3.445, -2.909, -1.145], [1.960, -2.028, -1.495], [4.733, -1.568, 1.983], [7.152, -1.505, 2.390], [8.690, -0.783, 0.598], [7.781, -0.124, -1.600], [5.368, -0.188, -2.007], [0.877, 2.220, -0.865], [-4.345, 3.037, 0.890], [-4.492, 2.214, -0.671], [-3.401, 3.605, -0.484], [-4.872, 0.779, 1.246], [-4.058, -0.389, 2.293], [-3.460, -0.242, -1.366], [-4.102, -2.040, -2.912], [-5.477, -3.929, -2.116], [-6.209, -4.003, 0.240], [-5.563, -2.205, 1.789]]}

---

5.
{"formula": "C18H30N4OS6Si2TeW", "method": "ωB97M-V/def2-TZVPD", "s2": 2.3171, "homo_lumo_gap_ev": [5.04, 4.98], "energy_ha": -4301.3174, "mol_weight_g_mol": 878.48, "lumo_energy_ha": [0.1556, 0.1522], "charge": -2, "largest_force_ha_per_bohr": 0.0991, "multiplicity": 3, "de_lowest_kcal_mol": 51.7, "symbols": ["W", "N", "C", "S", "N", "N", "C", "C", "C", "C", "C", "C", "N", "H", "H", "H", "H", "H", "H", "H", "S", "S", "S", "S", "Te", "C", "C", "C", "C", "S", "H", "H", "H", "C", "Si", "C", "C", "C", "H", "H", "H", "H", "H", "H", "H", "H", "H", "H", "H", "C", "Si", "C", "C", "O", "H", "H", "H", "H", "H", "H", "H", "H", "H"], "xyz": [[0.355, 0.840, 1.606], [4.478, -0.061, 3.804], [3.448, 0.347, 3.048], [2.185, -0.740, 2.517], [3.354, 1.598, 2.549], [2.226, 1.856, 1.919], [2.211, 3.059, 1.302], [1.296, 3.247, 0.271], [1.008, 4.395, -0.518], [-0.058, 4.322, -1.404], [-0.641, 3.084, -1.689], [-0.103, 1.949, -1.124], [0.612, 2.052, 0.031], [4.543, -1.029, 4.198], [5.102, 0.710, 4.103], [2.879, 3.807, 1.737], [1.559, 5.315, -0.346], [-0.447, 5.177, -1.938], [-1.376, 2.857, -2.479], [-0.146, 0.956, -1.543], [-0.756, 1.716, 3.288], [-1.243, 0.106, 4.230], [-1.079, -1.695, 2.699], [-0.166, -1.364, 0.887], [3.136, 0.470, -0.777], [4.194, -1.273, -1.095], [4.723, -2.145, -0.129], [5.246, -3.335, -0.675], [5.164, -3.324, -2.068], [4.497, -1.866, -2.699], [4.675, -1.924, 0.939], [5.685, -4.109, -0.092], [5.663, -3.985, -2.756], [-4.336, 2.056, 3.389], [-4.018, 1.107, 1.785], [-4.331, -0.745, 1.985], [-5.203, 1.681, 0.361], [-2.142, 1.367, 1.153], [-5.451, 1.995, 3.598], [-4.114, 3.152, 3.463], [-3.875, 1.557, 4.260], [-5.347, -0.840, 2.426], [-3.613, -1.214, 2.646], [-4.316, -1.297, 1.044], [-6.259, 1.470, 0.715], [-5.083, 1.268, -0.631], [-5.057, 2.763, 0.230], [-2.080, 2.489, 1.002], [-2.092, 0.845, 0.176], [-0.517, -2.486, -4.933], [0.148, -2.156, -3.111], [0.819, -3.928, -2.723], [-1.565, -2.065, -2.200], [1.150, -1.022, -2.655], [-1.497, -2.959, -4.764], [0.166, -3.190, -5.467], [-0.670, -1.653, -5.652], [0.911, -4.580, -3.604], [0.118, -4.469, -2.048], [1.819, -3.930, -2.226], [-2.332, -2.676, -2.758], [-1.982, -1.034, -2.057], [-1.475, -2.522, -1.200]]}

---

6.
{"formula": "C5H14", "method": "ωB97M-V/def2-TZVPD", "smiles": "CCC.CC", "homo_lumo_gap_ev": 12.15, "energy_ha": -198.8597, "mol_weight_g_mol": 74.17, "lumo_energy_ha": 0.0423, "largest_force_ha_per_bohr": 0.0687, "multiplicity": 1, "de_lowest_kcal_mol": 18.5, "symbols": ["C", "C", "C", "H", "H", "H", "H", "H", "H", "H", "H", "C", "C", "H", "H", "H", "H", "H", "H"], "xyz": [[0.640, 0.132, 1.200], [0.007, -1.063, 1.921], [1.043, -2.234, 1.911], [1.712, 0.005, 1.025], [0.590, 1.031, 1.889], [0.070, 0.649, 0.410], [-0.394, -0.973, 2.931], [-0.817, -1.441, 1.311], [1.784, -1.998, 2.657], [0.569, -3.150, 2.309], [1.318, -2.389, 0.890], [-0.268, 1.956, -2.426], [-1.391, 0.929, -2.113], [0.636, 1.864, -1.816], [0.079, 1.780, -3.445], [-0.610, 3.001, -2.432], [-1.120, 0.054, -2.721], [-2.388, 1.265, -2.420], [-1.458, 0.582, -1.081]]}